ORCA calculation (ωB97M-V with the def2-TZVPD basis set) on an isolated ion of composition C8H9FN3S and charge +1 at a distorted geometry.

Positions of all 22 atoms, in Å:
1 C -1.534 2.902 -2.111
2 C -0.532 2.502 -1.221
3 C -2.798 2.828 -1.551
4 C -0.973 2.337 0.029
5 C 1.762 0.544 0.775
6 C 0.130 -1.311 1.115
7 C 1.528 -0.894 0.804
8 C -0.222 1.840 1.120
9 N 0.990 1.473 1.003
10 N -0.793 -0.442 0.872
11 N 0.051 -2.519 1.630
12 F -0.690 1.978 2.356
13 S -2.748 2.440 0.101
14 H -1.378 3.118 -3.251
15 H 0.516 2.277 -1.410
16 H -3.705 3.257 -1.883
17 H 2.779 0.748 0.273
18 H 1.659 -1.371 -0.319
19 H 2.196 -1.351 1.555
20 H -1.750 -0.945 1.133
21 H 0.962 -3.022 1.761
22 H -0.865 -2.864 1.790

Calculated values
Lowest unoccupied orbital energy ... -4.403 eV
Highest occupied orbital energy ... -0.474 hartree
HOMO-LUMO gap ... 8.5 eV
Relative energy (zero: lowest compared OMol25 entry of this formula, charge and spin) ... 25.53 kcal per mole
Net charge ... +1
2S+1 ... 1